Molecular formula: C16H14F5N3O3SZr
Method: DFT, ωB97M-V/def2-TZVPD

The HOMO energy comes out at -16.4 eV. The strongest force on any atom comes out at 1.16 eV Å⁻¹. As for the net charge: +2. The gap between HOMO and LUMO comes out at 0.3280 Eh. The calculation puts the LUMO energy at -7.43 eV. As for the total energy: -1952.174169 a.u.

Geometry (Å):
H -4.36096 0.36101 -2.48973
H -2.92674 -0.87353 -0.90309
O -1.45867 0.36529 1.27591
N -1.19465 0.14107 -1.41679
C 0.85119 -3.43020 0.20307
H 1.64304 -5.34634 0.69723
C 2.41904 -0.59058 -1.59615
F 2.69722 1.44646 3.51922
C -1.38923 1.88494 -3.04830
C 1.84375 0.43192 3.56113
H 0.18031 2.73509 1.05221
O 3.27139 -0.38236 -2.39677
C -3.28058 2.06436 2.08650
H -3.41258 3.02903 2.57924
C 3.06098 -4.10938 -0.36049
H 3.85373 -4.84616 -0.34918
C -2.51212 -0.09474 -1.53003
C -2.74870 1.62704 -3.16442
C 0.86620 1.20644 -2.16049
F 2.41595 -0.33655 1.40058
O 1.47341 1.87746 -2.93007
F 0.79900 0.75217 4.32157
F 0.54881 -1.13338 2.25947
C 1.35494 0.16860 2.13187
F 2.44206 -0.63717 4.06031
H -3.35643 2.20077 -3.85207
C -0.88081 2.94086 1.18928
H 4.20024 -2.61210 -1.44493
H -0.97684 3.88022 1.73617
C 3.26808 -2.87263 -0.96211
H -0.11739 -3.60811 0.65221
H -1.42527 2.98936 0.24679
S -1.56107 1.63887 2.19690
N 1.38300 0.30173 -1.19860
C 2.24906 -1.95303 -0.94513
Zr 0.16348 -0.36893 0.28152
H -3.83916 1.30192 2.62722
H -3.57712 2.10654 1.03976
C 1.83467 -4.39308 0.22619
C -0.64683 1.11328 -2.18300
N 1.04385 -2.22406 -0.36782
H -0.88620 2.63893 -3.63931
C -3.31206 0.60895 -2.40588